1.
Below is the ion C4H8NO2 with charge -1, with properties calculated with wB97M-V/def2-TZVPD.

Computed properties:
energy relative to the best compared isomer or geometry (same formula, charge and spin)	6.1	kcal per mole
net charge	-1
energy	-9864.520	eV
SMILES	C[C@@H](N)CC(=O)[O-]
LUMO	3.941	eV
multiplicity	1

Atoms and positions in Å:
C 0.9461 -0.5729 -1.4363
C 0.0818 0.1794 -0.4502
N -1.3352 0.1354 -0.9045
C 0.2268 -0.2410 1.0103
C -0.3198 0.9267 1.9062
O -1.5369 0.8719 2.1790
O 0.5305 1.7840 2.2229
H 1.0365 -1.6386 -1.2548
H 1.9674 -0.1993 -1.4696
H 0.5743 -0.4530 -2.4639
H 0.3660 1.2249 -0.4987
H -1.5293 -0.8036 -1.2391
H -1.9264 0.2563 -0.0751
H -0.3644 -1.1341 1.2100
H 1.2825 -0.3362 1.2637

These are the natural (NBO) partial charges, in e, on atoms 1 to 6:
1 C -0.61
2 C -0.05
3 N -0.86
4 C -0.54
5 C 0.77
6 O -0.80

=====

2.
Below is a structure of composition C4H8NO2, with properties calculated with wB97M-V/def2-TZVPD.

Computed properties:
energy relative to the best compared isomer or geometry (same formula, charge and spin)	177.8	kcal per mole
net charge	-1
energy	-9857.078	eV
LUMO	2.045	eV
multiplicity	1

Atoms and positions in Å:
C -1.5337 -0.1193 -0.4815
N -0.0846 0.1446 -0.9516
C -1.6834 0.5639 0.9223
C 0.8953 -0.4949 -0.1060
C 2.3585 -0.2099 -0.4497
O 3.2445 -0.4763 0.5461
O -2.0399 -1.3293 -0.4235
H -2.1693 0.5162 -1.1774
H -2.7640 0.8127 1.0298
H -1.2812 -0.1124 1.6885
H -1.0662 1.5062 0.9291
H 0.3997 0.5279 0.2088
H 0.7696 -1.5034 0.3818
H 2.3855 0.8559 -0.7122
H 2.5691 -0.6818 -1.4045

These are the Löwdin partial charges, in e, on atoms 1 to 6:
1 C -0.70
2 N 0.20
3 C -0.09
4 C -0.08
5 C -0.52
6 O -0.37

=====

3.
Below is the ion C4H8NO2 with charge -1, with properties calculated with wB97M-V/def2-TZVPD.

Computed properties:
energy relative to the best compared isomer or geometry (same formula, charge and spin)	53.3	kcal per mole
net charge	-1
energy	-9862.475	eV
SMILES	CC(=O)NCC[O-]
LUMO	4.115	eV
multiplicity	1

Atoms and positions in Å:
C -0.0629 1.0796 1.5265
C 1.2030 0.3443 1.1205
O 2.2684 0.3472 1.7318
N 1.0125 -0.4001 -0.0049
C 0.0812 -0.1410 -1.1114
C -1.1079 -1.1394 -1.2321
O -1.5459 -1.4684 -0.0191
H -0.2109 2.0603 1.0755
H -0.9404 0.5189 1.1652
H -0.1910 1.1816 2.6037
H 1.7987 -1.0360 -0.0399
H 0.7314 0.1516 -1.9650
H -0.3514 0.8392 -0.9800
H -0.8869 -1.9162 -2.0272
H -1.7980 -0.4216 -1.8437

These are the natural (NBO) partial charges, in e, on atoms 1 to 6:
1 C -0.75
2 C 0.69
3 O -0.68
4 N -0.60
5 C -0.26
6 C 0.00

=====

4.
Below is the ion C4H8NO2 with charge -1, with properties calculated with wB97M-V/def2-TZVPD.

Computed properties:
energy relative to the best compared isomer or geometry (same formula, charge and spin)	76.1	kcal per mole
net charge	-1
energy	-9861.489	eV
SMILES	CN(C=O)CC[O-]
LUMO	3.770	eV
multiplicity	1

Atoms and positions in Å:
C -1.2249 0.4978 -1.3678
N -0.3152 0.3922 -0.1182
C 0.2061 1.5899 0.2445
O -0.0025 2.5166 -0.5445
C -0.1923 -0.7686 0.7203
C 1.3913 -1.1917 0.6427
O 1.4383 -2.2777 1.4260
H -0.8697 -0.1177 -2.1567
H -2.2187 0.1311 -1.1792
H -1.2365 1.4970 -1.7412
H 0.8034 1.5448 1.2715
H -0.4541 -0.6927 1.7690
H -0.8819 -1.6051 0.3474
H 1.8810 -0.3219 1.0952
H 1.6757 -1.1940 -0.4091

These are the natural (NBO) partial charges, in e, on atoms 1 to 6:
1 C -0.42
2 N -0.43
3 C 0.51
4 O -0.71
5 C -0.27
6 C 0.01

=====

5.
Below is the molecule C4H8NO2, with properties calculated with wB97M-V/def2-TZVPD.

Computed properties:
energy relative to the best compared isomer or geometry (same formula, charge and spin)	12.9	kcal per mole
energy	-9860.661	eV
LUMO (spin up / spin down)	0.909 / -3.235	eV
multiplicity	2
<S²>	0.75

Atoms and positions in Å:
C -2.2101 -0.5146 0.9911
C -0.9886 -0.4803 0.0587
C 0.1638 0.1368 0.8221
C 1.4829 0.1139 -0.0303
O 1.4817 1.0949 -0.8710
O 2.3361 -0.7208 0.1293
N -1.3659 0.4215 -1.0542
H -3.1833 -0.5293 0.5192
H -2.2663 0.4942 1.4073
H -2.0701 -1.2072 1.8122
H -0.7314 -1.4487 -0.3733
H 0.0460 1.1460 1.1646
H 0.4385 -0.4298 1.7082
H -0.6762 1.1020 -1.3248
H -1.7539 -0.0587 -1.8495

These are the natural (NBO) partial charges, in e, on atoms 1 to 6:
1 C -0.61
2 C -0.06
3 C -0.47
4 C 0.72
5 O -0.22
6 O -0.57

=====

6.
Below is the ion C4H8NO2 with charge +1, with properties calculated with wB97M-V/def2-TZVPD.

Computed properties:
energy relative to the best compared isomer or geometry (same formula, charge and spin)	29.8	kcal per mole
net charge	+1
energy	-9855.040	eV
SMILES	[NH3+][C@H](C=O)CC=O
LUMO	-3.946	eV
multiplicity	1

Atoms and positions in Å:
N -0.7525 1.2634 0.3258
C -0.5145 -0.2139 0.1832
C -0.7636 -0.8314 1.5773
O -1.2803 -0.1185 2.3983
C 0.8871 -0.4826 -0.2943
C 1.1307 -0.2049 -1.7579
O 0.3805 0.3991 -2.4803
H 0.1663 1.6838 0.1887
H -1.3343 1.6562 -0.4090
H -1.1837 1.4306 1.2408
H -1.2187 -0.6696 -0.5142
H -0.5654 -1.8876 1.7389
H 1.7525 0.0268 0.1678
H 1.2156 -1.5171 -0.1281
H 2.0804 -0.5343 -2.2369

These are the natural (NBO) partial charges, in e, on atoms 1 to 6:
1 N -0.67
2 C -0.16
3 C 0.43
4 O -0.48
5 C -0.57
6 C 0.43

=====

7.
Below is a structure of composition C4H8NO2, with properties calculated with wB97M-V/def2-TZVPD.

Computed properties:
energy relative to the best compared isomer or geometry (same formula, charge and spin)	116.1	kcal per mole
net charge	+1
energy	-9851.295	eV
LUMO	-3.829	eV
multiplicity	1

Atoms and positions in Å:
C 0.4173 0.3041 1.1820
C 0.1597 1.0827 0.1837
C -0.7373 -0.5119 0.7437
C 0.1886 -2.1296 -0.8223
N 0.6647 2.3007 -0.4834
O -1.9214 -0.1911 1.3405
O -0.8722 -1.4794 -0.1744
H 0.9717 0.3394 2.1526
H 0.7936 -1.3356 -1.4385
H -0.2945 -2.8660 -1.5000
H 1.0471 -2.5933 -0.1397
H 0.3664 2.2547 -1.4245
H 1.6828 2.3691 -0.4838
H 0.1490 2.9852 0.0970
H -2.6155 -0.5291 0.7672

These are the natural (NBO) partial charges, in e, on atoms 1 to 6:
1 C -0.34
2 C -0.10
3 C 0.77
4 C -0.28
5 N -0.70
6 O -0.62

=====

8.
Below is a structure of composition C4H8NO2, with properties calculated with wB97M-V/def2-TZVPD.

Computed properties:
energy relative to the best compared isomer or geometry (same formula, charge and spin)	109.4	kcal per mole
net charge	+1
energy	-9851.588	eV
LUMO	-5.676	eV
multiplicity	1

Atoms and positions in Å:
C 1.1007 1.1103 0.0960
C 0.9379 -1.2801 0.0714
C 0.2611 0.0063 -0.4486
C -1.1954 0.1018 0.0058
N 2.6913 0.1561 0.0228
O 3.7677 0.5818 -0.0275
O 2.3510 -1.0807 -0.0027
H 1.3096 1.9857 -0.5039
H 1.0005 1.3020 1.1597
H 0.6751 -1.4977 1.1137
H 0.7108 -2.1543 -0.5422
H 0.2993 0.0069 -1.5392
H -1.2574 0.1579 1.0876
H -1.7575 -0.7656 -0.3296
H -1.6521 0.9905 -0.4228

These are the natural (NBO) partial charges, in e, on atoms 1 to 6:
1 C -0.14
2 C -0.08
3 C -0.32
4 C -0.60
5 N 0.54
6 O -0.12

=====

9.
Below is the ion C4H8NO2S with charge -1, with properties calculated with wB97M-V/def2-TZVPD.

Computed properties:
energy relative to the best compared isomer or geometry (same formula, charge and spin)	98.9	kcal per mole
net charge	-1
energy	-20695.764	eV
SMILES	O=C[C@@H](CS)NC[O-]
LUMO	3.425	eV
multiplicity	1

Atoms and positions in Å:
O 0.6117 1.2079 2.4911
C 0.6000 1.4767 1.2569
C 0.4883 0.3897 0.2347
C 0.2218 -1.0631 0.9236
S -0.2525 -2.4837 -0.1051
N -0.7670 1.0004 -0.3016
C -0.3352 1.6696 -1.7155
O -0.1603 0.5950 -2.3270
H 0.6239 2.5094 0.7873
H 1.4001 0.1720 -0.4500
H -0.4960 -1.0869 1.7718
H 1.2742 -1.3045 1.3188
H -0.4911 -1.8287 -1.1809
H -1.5961 0.4300 -0.2890
H -1.2328 2.2511 -2.0155
H 0.4662 2.3328 -1.6600

These are the natural (NBO) partial charges, in e, on atoms 1 to 6:
1 O -0.66
2 C 0.40
3 C -0.15
4 C -0.52
5 S -0.10
6 N -0.70

=====

10.
Below is the ion C4H8NO2S with charge -1, with properties calculated with wB97M-V/def2-TZVPD.

Computed properties:
energy relative to the best compared isomer or geometry (same formula, charge and spin)	42.8	kcal per mole
net charge	-1
energy	-20698.193	eV
SMILES	N[C@H](CCS)C(=O)[O-]
LUMO	3.127	eV
multiplicity	1

Atoms and positions in Å:
N 0.9790 -1.4277 0.6590
C 0.5384 -0.5268 -0.4223
C -0.7352 0.3545 -0.2462
C -0.7616 1.3464 0.9268
S 0.6513 2.6832 0.7441
C 0.0273 -1.2516 -1.7366
O 0.2366 -0.5299 -2.7742
O -0.4460 -2.3999 -1.5962
H 0.2638 -1.6502 1.3830
H 1.6172 -2.1526 0.4248
H 1.5174 0.0445 -0.8741
H -1.5582 -0.3537 0.0551
H -1.2302 0.6584 -1.2357
H -1.7720 1.8117 0.8939
H -0.5694 0.7840 1.9412
H 1.2416 2.6097 1.8573

These are the natural (NBO) partial charges, in e, on atoms 1 to 6:
1 N -0.88
2 C -0.17
3 C -0.46
4 C -0.45
5 S -0.12
6 C 0.74

=====

11.
Below is a cluster of 2 separate species, C4H8NO3 in total, with properties calculated with wB97M-V/def2-TZVPD.

Computed properties:
energy relative to the best compared isomer or geometry (same formula, charge and spin)	183.8	kcal per mole
net charge	-1
energy	-11905.323	eV
LUMO	4.081	eV
multiplicity	1

Atoms and positions in Å:
C -0.6026 -0.4117 0.2200
C -1.5361 1.3807 -0.1757
C 1.6703 0.5731 -0.5419
C 0.5124 -0.6693 -0.7277
N -0.8315 -1.0210 1.3722
O -0.1129 -2.0749 1.6816
O -1.7687 -0.6635 2.0795
O 1.0609 -1.9054 -0.5104
H -1.1234 1.5627 -1.1363
H -2.6185 1.1623 -0.1273
H -1.0401 1.9121 0.7230
H 1.4949 1.1524 0.3462
H 2.5166 0.1315 -0.7040
H 1.4491 1.3648 -1.3245
H 0.1740 -0.4137 -1.7315
H 0.7553 -2.0801 0.5567

These are the natural (NBO) partial charges, in e, on atoms 1 to 6:
1 C 0.09
2 C -0.65
3 C -0.64
4 C 0.07
5 N 0.35
6 O -0.63

=====

12.
Below is a cluster of 2 separate species, C4H8NO3 in total, with properties calculated with wB97M-V/def2-TZVPD.

Computed properties:
energy relative to the best compared isomer or geometry (same formula, charge and spin)	18.0	kcal per mole
net charge	-1
energy	-11912.512	eV
LUMO	3.480	eV
multiplicity	1

Atoms and positions in Å:
C 0.3939 -2.2142 -0.7051
C 1.7946 -1.5535 -0.4791
O 1.7513 -0.5719 0.3281
O 2.7820 -2.0975 -0.9925
H 0.5705 -3.2997 -0.8020
H -0.1510 -1.9069 -1.6044
H -0.0866 -2.0322 0.2582
C -1.8228 2.5139 1.5401
C -1.6291 1.6330 0.3435
O -2.5319 1.3437 -0.4412
N -0.4641 0.9676 0.2774
H -0.4083 0.1982 -0.3649
H 0.4083 1.2618 0.6754
H -2.4108 3.4186 1.3341
H -0.8867 2.9047 1.9680
H -2.3566 2.0245 2.3524

These are the natural (NBO) partial charges, in e, on atoms 1 to 6:
1 C -0.77
2 C 0.77
3 O -0.84
4 O -0.76
5 H 0.20
6 H 0.20

=====

13.
Below is a cluster of 2 separate species, C4H8NO3 in total, with properties calculated with wB97M-V/def2-TZVPD.

Computed properties:
energy relative to the best compared isomer or geometry (same formula, charge and spin)	24.1	kcal per mole
net charge	-1
energy	-11912.249	eV
LUMO	3.919	eV
multiplicity	1

Atoms and positions in Å:
N -1.2663 -0.8637 -2.7293
C -0.0450 -0.5321 -2.0512
O 0.3835 -1.4445 -1.2992
O 0.4519 0.5910 -2.2754
H -1.3700 -1.8552 -2.8678
H -1.3777 -0.3036 -3.5609
O -0.6497 -1.2532 1.9522
C -0.6984 -0.4472 1.0512
C 0.3817 0.6195 0.9116
C 1.0385 0.9819 2.2192
H -1.5113 -0.4267 0.3121
H -0.0485 1.5034 0.4282
H 1.1079 0.2348 0.1876
H 0.3093 1.2374 2.9991
H 1.7042 1.8441 2.1286
H 1.5898 0.1142 2.5941

These are the natural (NBO) partial charges, in e, on atoms 1 to 6:
1 N -0.92
2 C 0.85
3 O -0.82
4 O -0.80
5 H 0.36
6 H 0.36

=====

14.
Below is a cluster of 2 separate species, C4H8NO3 in total, with properties calculated with wB97M-V/def2-TZVPD.

Computed properties:
energy relative to the best compared isomer or geometry (same formula, charge and spin)	17.3	kcal per mole
net charge	-1
energy	-11912.546	eV
LUMO	3.369	eV
multiplicity	1

Atoms and positions in Å:
C 0.7678 1.6289 2.3107
C 1.6951 2.0105 1.1233
O 2.8447 2.3986 1.4118
O 1.1363 1.9548 -0.0013
H 1.2603 1.5265 3.2436
H 0.2735 0.6960 2.0474
H 0.0055 2.3961 2.4674
C -1.6629 -2.1670 -1.5944
C -0.4811 -1.4346 -0.9917
O 0.1233 -1.9425 -0.0651
N -0.0861 -0.2910 -1.5839
H -2.3316 -1.6254 -2.2579
H -2.3015 -2.3339 -0.7204
H 0.6760 0.2304 -1.1483
H -0.5495 0.1271 -2.3673
H -1.3700 -3.1744 -1.8737

These are the natural (NBO) partial charges, in e, on atoms 1 to 6:
1 C -0.74
2 C 0.78
3 O -0.77
4 O -0.84
5 H 0.19
6 H 0.21

=====

15.
Below is a cluster of 2 separate species, C4H8NO3 in total, with properties calculated with wB97M-V/def2-TZVPD.

Computed properties:
energy relative to the best compared isomer or geometry (same formula, charge and spin)	47.4	kcal per mole
net charge	-1
energy	-11911.237	eV
LUMO	3.648	eV
multiplicity	1

Atoms and positions in Å:
N -0.9943 0.2062 -3.1267
C -0.3736 -0.4396 -1.9569
O 0.7756 -0.0034 -1.7022
O -1.0970 -1.2655 -1.3032
H -0.2286 0.3665 -3.7508
H -1.6061 -0.4729 -3.5538
C -0.0093 -1.3110 1.4195
C 0.7677 -0.0280 1.2804
C 0.4689 1.1276 1.9443
O 1.2489 2.2554 1.7470
H 0.6016 -2.1786 1.6611
H -0.7743 -1.1774 2.1984
H -0.5109 -1.4383 0.4443
H 1.5681 0.0856 0.5335
H -0.4616 1.2643 2.5260
H 0.6249 3.0091 1.6390

These are the natural (NBO) partial charges, in e, on atoms 1 to 6:
1 N -0.91
2 C 0.87
3 O -0.80
4 O -0.82
5 H 0.35
6 H 0.34

=====

16.
Below is a cluster of 2 separate species, C4H8NO3 in total, with properties calculated with wB97M-V/def2-TZVPD.

Computed properties:
energy relative to the best compared isomer or geometry (same formula, charge and spin)	19.8	kcal per mole
net charge	-1
energy	-11912.433	eV
LUMO	3.359	eV
multiplicity	1

Atoms and positions in Å:
C -1.6566 -1.9257 -0.2590
C -0.3369 -2.6687 -0.2314
O -0.0678 -3.4905 0.6259
N 0.4594 -2.4741 -1.3151
H -2.4277 -2.6861 -0.4087
H -1.6933 -1.2310 -1.0959
H 1.3492 -2.9624 -1.2642
H 0.4185 -1.6375 -1.8782
H -1.8940 -1.3509 0.6339
C 0.2932 3.1122 1.0970
C 1.5517 2.6494 0.3031
O 1.4785 1.5412 -0.2710
O 2.4958 3.4774 0.2810
H 0.5047 3.2933 2.1556
H -0.4676 2.3277 1.0406
H -0.0071 4.0257 0.5865

These are the natural (NBO) partial charges, in e, on atoms 1 to 6:
1 C -0.71
2 C 0.68
3 O -0.64
4 N -0.82
5 H 0.22
6 H 0.21

=====

17.
Below is a cluster of 2 separate species, C4H8NO6S in total, with properties calculated with wB97M-V/def2-TZVPD.

Computed properties:
energy relative to the best compared isomer or geometry (same formula, charge and spin)	26.2	kcal per mole
net charge	-1
energy	-28888.777	eV
LUMO	2.616	eV
multiplicity	1

Atoms and positions in Å:
O 2.8028 2.8494 -1.7806
C 1.8595 2.0674 -1.9596
O 1.9744 1.1733 -2.8979
O 0.7045 2.1198 -1.1046
S -0.6312 2.7926 -1.8305
O -0.2838 3.5562 -3.0356
O -1.5758 1.4787 -2.3134
H -0.9584 0.7125 -2.2851
C -1.0957 -1.3590 0.1432
O -1.0864 -0.4240 -0.6275
N -0.4075 -1.4084 1.3092
C -0.4608 -2.5569 2.1871
C 0.4108 -0.2671 1.6858
H -1.6848 -2.2715 -0.0535
H -0.8470 -2.2469 3.1618
H 0.5464 -2.9637 2.3081
H -1.1103 -3.3298 1.7758
H -0.2209 0.6199 1.7619
H 1.1629 -0.0919 0.9143
H 0.9014 -0.4506 2.6412

These are the natural (NBO) partial charges, in e, on atoms 1 to 6:
1 O -0.73
2 C 0.91
3 O -0.79
4 O -0.75
5 S 1.68
6 O -0.92